(1)
Molecular formula: C24H19ClNO3
Method: DFT, the ωB97M-V functional and the def2-TZVPD basis

Geometry (Å):
Cl: 7.35537 0.23652 2.03641
C: 5.64611 0.23163 2.03194
C: 4.94708 -0.99087 2.03166
C: 3.57080 -1.00168 1.99491
C: 2.79793 0.22636 1.84277
O: 1.57771 0.22693 1.55287
C: 3.56380 1.45322 2.01676
C: 4.94035 1.44981 2.04699
H: 5.50630 -1.92280 2.05879
H: 3.01211 -1.93394 2.00367
H: 3.00025 2.38216 2.03747
H: 5.49394 2.38480 2.08130
C: -5.36628 2.18496 2.57453
N: -5.05969 1.63327 1.26752
C: -6.19819 1.06357 0.57044
C: -3.73841 1.51060 0.80177
C: -2.94090 0.39805 1.16697
C: -1.64022 0.28973 0.72171
C: -1.07689 1.25882 -0.14189
C: 0.23129 1.08348 -0.73319
C: 0.66402 -0.06022 -1.31003
C: 2.05827 -0.24048 -1.82505
O: 3.00343 0.52924 -1.71168
C: 2.05479 -1.57879 -2.48543
C: 0.80021 -2.19064 -2.35225
C: 0.55904 -3.46048 -2.86542
C: 1.60166 -4.12539 -3.52113
C: 2.85912 -3.50277 -3.67677
C: 3.08755 -2.22066 -3.16128
C: -0.15068 -1.28147 -1.64461
O: -1.33368 -1.51626 -1.43582
C: -1.84785 2.40697 -0.43819
C: -3.15888 2.51650 -0.01300
H: -4.44189 2.54099 3.04396
H: -6.07136 3.02504 2.47832
H: -5.83570 1.42674 3.22173
H: -5.86500 0.62074 -0.37555
H: -6.68432 0.28864 1.18573
H: -6.94621 1.84482 0.36365
H: -3.37338 -0.38074 1.79720
H: -1.02716 -0.54753 1.04553
H: 0.88734 1.95162 -0.79197
H: -0.42909 -3.89982 -2.73919
H: 1.44131 -5.12825 -3.91720
H: 3.65917 -4.02471 -4.20223
H: 4.03988 -1.70415 -3.27033
H: -1.40046 3.17108 -1.07388
H: -3.77257 3.37534 -0.28850

Calculated values
gap between HOMO and LUMO: 4.9 eV
charge: -1

(2)
Molecular formula: C24H19GeKO3S4
Method: DFT, the ωB97M-V functional and the def2-TZVPD basis

Geometry (Å):
K: 1.92022 0.35970 -5.24300
O: 0.53485 5.90945 -7.83104
C: 1.00734 4.79011 -7.72878
S: 0.18868 3.31322 -8.20652
C: 1.45630 2.13676 -7.79478
C: 2.59369 2.66332 -7.26895
S: 4.07399 1.90073 -6.73083
S: 2.60227 4.43272 -7.09016
S: 1.01160 0.48027 -8.14296
O: 1.69596 -0.68279 -2.80907
C: 1.05730 -0.40787 -1.77976
O: 0.32645 -1.20295 -1.12018
C: 1.18945 0.99637 -1.18112
C: 0.07277 1.30667 -0.19469
Ge: -0.31096 -0.24874 0.95339
C: 1.23588 -1.29109 1.57683
C: 1.40203 -2.63340 1.23935
C: 2.49758 -3.35383 1.69374
C: 3.46260 -2.73707 2.47989
C: 3.31897 -1.39907 2.81519
C: 2.20797 -0.69017 2.37361
C: -0.76595 0.67045 2.70912
C: -0.57603 0.02910 3.93591
C: -0.93538 0.62182 5.13911
C: -1.50410 1.88915 5.14764
C: -1.70537 2.54966 3.94464
C: -1.33759 1.94348 2.74760
C: -1.97310 -1.31062 0.72680
C: -3.03690 -1.12367 1.61371
C: -4.21455 -1.85433 1.50667
C: -4.35556 -2.80245 0.50576
C: -3.31249 -3.00353 -0.38676
C: -2.13965 -2.26645 -0.28173
H: 1.25036 1.72484 -1.99172
H: 2.16028 1.01975 -0.67463
H: -0.85149 1.55562 -0.72377
H: 0.32802 2.16022 0.43565
H: 0.67821 -3.11001 0.59023
H: 2.60918 -4.39584 1.41756
H: 4.32624 -3.29544 2.82163
H: 4.07093 -0.90541 3.41990
H: 2.09736 0.35069 2.66174
H: -0.13179 -0.96183 3.95285
H: -0.77148 0.09475 6.07255
H: -1.78591 2.35733 6.08360
H: -2.14987 3.53854 3.93630
H: -1.51439 2.48016 1.82171
H: -2.95608 -0.39242 2.40743
H: -5.02142 -1.67780 2.20901
H: -5.27155 -3.37543 0.41771
H: -3.41112 -3.73550 -1.18004
H: -1.34374 -2.41714 -0.99633

Calculated values
gap between HOMO and LUMO: 4.6 eV
ΔE to the lowest compared entry with this formula, charge and spin: 0.00 kJ/mol
charge: -2

(3)
Molecular formula: C24H19N9O6Ta
Method: DFT, the ωB97M-V functional and the def2-TZVPD basis

Geometry (Å):
Ta: -0.01686 -0.13234 0.44035
O: 3.45762 1.08484 1.93223
C: 2.60785 1.05305 1.10642
N: 1.97928 -0.15814 0.61628
C: 2.83401 -1.31341 0.53973
O: 4.01899 -1.26953 0.52642
C: 2.00249 -2.53127 0.45285
C: 2.55794 -3.78231 0.36797
C: 1.70251 -4.87684 0.30993
C: 0.33622 -4.65746 0.35171
C: -0.14965 -3.36484 0.42934
N: 0.67252 -2.29326 0.46670
C: 1.95111 2.23545 0.49528
C: 2.54398 3.47216 0.42624
C: 1.83796 4.49762 -0.19172
C: 0.57027 4.23545 -0.69252
C: 0.03156 2.97197 -0.55432
N: 0.70994 1.97046 0.03333
H: 3.63547 -3.88162 0.35763
H: 2.09872 -5.88221 0.24620
H: -0.36440 -5.48086 0.33139
H: -1.20789 -3.18500 0.50102
H: 3.53625 3.61044 0.83575
H: 2.27307 5.48430 -0.28728
H: -0.00536 5.00496 -1.18839
H: -0.94940 2.74627 -0.93571
N: -0.99995 0.64809 4.49676
C: 0.16789 -0.03882 4.79946
C: 0.70618 -0.41643 3.61957
N: -0.13695 0.01700 2.59650
C: -1.14676 0.66359 3.17773
C: -2.11326 1.26375 2.28872
N: -1.81948 1.24260 1.00046
C: -2.90947 1.78682 0.34753
C: -3.83168 2.16499 1.27211
N: -3.31110 1.82347 2.49725
H: -1.61055 1.07208 5.18245
H: 0.50320 -0.18161 5.81336
H: 1.61668 -0.95885 3.43069
H: -2.97448 1.86957 -0.72449
H: -4.79856 2.62881 1.16518
H: -3.78929 1.94495 3.37921
C: 1.74383 0.87933 -2.97161
C: 0.47731 0.10959 -2.88174
N: -0.17802 -0.23962 -1.76697
C: -1.30322 -0.96060 -2.17992
C: -1.32580 -1.03140 -3.52901
N: -0.20437 -0.35337 -3.93701
C: -2.19718 -1.63538 -4.59218
O: -3.28175 -2.28836 -4.21479
O: -1.85022 -1.48587 -5.72525
C: -2.16848 -1.48565 -1.13037
O: -3.17494 -2.10836 -1.22064
O: -1.59639 -1.12354 0.07043
H: 2.17478 1.01571 -1.98387
H: 1.56342 1.85598 -3.42487
H: 2.46564 0.35476 -3.59880
H: 0.03715 -0.26930 -4.92209
H: -3.39840 -2.32180 -3.25066

Calculated values
gap between HOMO and LUMO: 7.3 eV
ΔE to the lowest compared entry with this formula, charge and spin: 11.76 kJ/mol
charge: +3

(4)
Molecular formula: C24H20B2Cl3F4N10O2W
Method: DFT, the ωB97M-V functional and the def2-TZVPD basis

Geometry (Å):
W: -0.34109 -0.23622 -0.40906
C: -3.98311 -2.61941 -0.81952
C: -3.18220 -1.53195 -1.15094
N: -2.06331 -1.54952 -0.42584
N: -2.13943 -2.61031 0.41568
C: -3.28909 -3.25789 0.18994
B: -1.43662 -2.48140 1.80339
N: 0.08210 -2.49484 1.66834
C: 0.98176 -3.33139 2.19603
C: 2.24793 -2.86878 1.89382
C: 2.03108 -1.70950 1.16190
N: 0.71950 -1.48246 1.04460
N: -1.82323 -1.06799 2.28028
C: -2.43679 -0.63901 3.38716
C: -2.51447 0.74225 3.33972
C: -1.90185 1.09026 2.14205
N: -1.48867 -0.00943 1.51193
H: -4.93686 -2.88794 -1.23631
H: -3.36644 -0.72305 -1.83681
H: -3.55080 -4.11533 0.78701
H: -1.81303 -3.33248 2.54612
H: 0.66092 -4.19007 2.76112
H: 3.19066 -3.30591 2.16818
H: 2.75235 -1.04881 0.70932
H: -2.77637 -1.34212 4.12880
H: -2.95400 1.40009 4.06763
H: -1.72075 2.06230 1.71632
O: 4.58524 2.28417 0.82871
C: 3.80606 2.35190 1.91714
C: 4.39336 2.83760 3.08755
C: 3.65805 2.92497 4.24845
C: 2.31734 2.53206 4.28239
C: 1.72909 2.05805 3.13529
C: 2.45457 1.96076 1.93883
C: 1.79696 1.43316 0.75398
O: 0.52628 1.14612 0.80995
N: 2.43298 1.24871 -0.36291
N: 1.51750 0.72260 -1.26294
C: 1.46962 1.28742 -2.41674
C: 0.43324 0.84138 -3.33219
C: 0.43787 1.18915 -4.67054
C: -0.49127 0.58975 -5.50468
C: -1.34968 -0.35617 -4.97852
C: -1.30628 -0.63055 -3.62131
N: -0.47170 -0.00378 -2.79954
H: 4.07769 1.92240 0.07804
H: 5.43179 3.13621 3.05008
H: 4.13046 3.30222 5.14602
H: 1.75126 2.60009 5.20056
H: 0.69370 1.74340 3.13465
H: 2.16454 2.06442 -2.72021
H: 1.17552 1.88444 -5.04567
H: -0.51786 0.83090 -6.55878
H: -2.04907 -0.88976 -5.60597
H: -1.93660 -1.39324 -3.19264
Cl: -3.19855 4.67075 -1.84891
C: -3.00930 3.04212 -1.46671
Cl: -0.38208 3.56898 -1.07859
Cl: -4.39054 2.06187 -1.52472
C: -1.76045 2.43608 -1.11148
N: -1.62866 1.21641 -0.85519
F: 2.24621 -3.50309 -2.18337
B: 1.53758 -2.81491 -3.04956
F: 0.33527 -1.76899 -1.35832
F: 0.43749 -3.32006 -3.57940
F: 2.00417 -1.66663 -3.52363

Calculated values
gap between HOMO and LUMO (alpha / beta): 7.0 / 6.3 eV
multiplicity: 3
ΔE to the lowest compared entry with this formula, charge and spin: 56.91 kJ/mol
charge: +1

(5)
Molecular formula: C24H20BrCrN4O4
Method: DFT, the ωB97M-V functional and the def2-TZVPD basis

Geometry (Å):
Cr: 0.11481 -0.59013 -0.52309
C: 4.46901 -0.74630 -0.67311
C: 4.78292 -0.85139 0.67156
C: 3.75876 -0.90385 1.60674
C: 2.44925 -0.85383 1.16613
N: 2.14889 -0.76682 -0.14669
C: 3.13590 -0.70464 -1.04017
C: 1.27085 -0.84762 2.06286
C: 1.28897 -0.90638 3.44432
C: 0.07864 -0.84588 4.12122
C: -1.11400 -0.72044 3.42460
C: -1.06925 -0.66486 2.04360
N: 0.10691 -0.74255 1.41239
C: -2.22301 -0.49607 1.13610
C: -3.52990 -0.36973 1.56118
C: -4.52601 -0.17022 0.61476
C: -4.18613 -0.09951 -0.72486
C: -2.85561 -0.23892 -1.07755
N: -1.89974 -0.44319 -0.17289
H: 5.23823 -0.68702 -1.42914
H: 5.81465 -0.88190 0.99398
H: 3.98229 -0.96994 2.66108
H: 2.84524 -0.60529 -2.07883
H: 2.21777 -0.98974 3.98802
H: 0.06667 -0.88736 5.20182
H: -2.05271 -0.65777 3.95342
H: -3.77370 -0.41239 2.61187
H: -5.55585 -0.06084 0.92604
H: -4.93072 0.07012 -1.48874
H: -2.53990 -0.17066 -2.11187
Br: -1.08578 7.42437 0.14075
C: -0.38222 5.91956 -0.74835
C: 0.27017 6.08091 -1.96313
C: 0.78656 4.97210 -2.61803
C: 0.65170 3.70852 -2.06647
C: -0.00312 3.55842 -0.84755
C: -0.52216 4.66562 -0.18235
C: -0.17980 2.23211 -0.20774
O: -0.71171 2.05907 0.86915
O: 0.30069 1.19312 -0.91272
H: 0.37268 7.06823 -2.39160
H: 1.29589 5.10109 -3.56298
H: 1.05235 2.84319 -2.57469
H: -1.02515 4.53519 0.76523
N: 0.08934 -4.73398 -2.51164
C: -0.85510 -4.71796 -1.33872
C: -0.70415 -3.40664 -0.55588
O: -1.29569 -3.29820 0.48877
O: -0.00238 -2.49363 -1.16761
H: 0.91694 -5.30191 -2.32996
H: 0.39132 -3.75324 -2.63913
H: -0.34494 -5.07938 -3.36759
H: -0.65578 -5.57037 -0.69653
H: -1.87288 -4.79105 -1.71603

Calculated values
gap between HOMO and LUMO (alpha / beta): 6.5 / 6.2 eV
multiplicity: 4
ΔE to the lowest compared entry with this formula, charge and spin: 57.61 kJ/mol
charge: +2

(6)
Molecular formula: C24H20Cl6N4O3ReSe
Method: DFT, the ωB97M-V functional and the def2-TZVPD basis

Geometry (Å):
Re: 0.55170 0.64859 -0.76214
Cl: 7.41659 0.35416 1.25089
C: 5.87554 0.69572 0.56486
C: 5.51093 2.02709 0.30409
C: 4.29841 2.32560 -0.26972
C: 3.38088 1.31678 -0.56030
O: 2.21145 1.64996 -1.10997
C: 3.75007 -0.02179 -0.30990
C: 2.95531 -1.08535 -0.78357
N: 1.70983 -0.97826 -1.17696
C: 1.13809 -1.89928 -2.10401
C: 1.53762 -3.18132 -2.35193
C: 0.93921 -3.91296 -3.40046
C: -0.04186 -3.36261 -4.17512
C: -0.48561 -2.04340 -3.92252
C: -1.50483 -1.39989 -4.65741
C: -1.86401 -0.11752 -4.33927
C: -1.21351 0.53582 -3.29048
N: -0.24540 -0.02922 -2.58338
C: 0.11834 -1.32235 -2.88238
C: 5.01438 -0.31358 0.24891
H: 6.19614 2.82215 0.56670
H: 4.01561 3.34852 -0.47782
H: 3.45654 -2.03591 -0.94190
H: 2.30147 -3.65693 -1.75090
H: 1.27860 -4.92165 -3.59019
H: -0.49090 -3.92191 -4.98517
H: -1.99168 -1.92915 -5.46710
H: -2.64698 0.39966 -4.87433
H: -1.50595 1.53976 -3.01347
H: 5.28191 -1.34160 0.45733
Cl: -1.33018 -0.41082 0.23184
C: 0.27193 -0.17195 3.10272
Cl: -1.20368 2.12794 4.71909
Cl: 0.55463 -0.76669 4.67409
C: 1.30230 -0.08215 2.07883
O: 2.21831 -0.85595 1.98477
O: 1.07040 0.92864 1.18820
C: -3.91746 2.37379 2.60887
N: -3.86840 0.95119 2.95570
C: -4.97297 0.16182 3.16758
C: -4.52256 -1.07746 3.45650
N: -3.14753 -1.03519 3.41710
C: -2.31119 -2.20965 3.68678
C: -2.76417 0.21064 3.13001
Se: -1.01430 1.04783 2.77226
H: -4.95566 2.68897 2.60118
H: -3.48815 2.52968 1.61982
H: -3.37153 2.95707 3.34557
H: -5.97555 0.54147 3.07963
H: -5.05704 -1.98360 3.68198
H: -2.41681 -2.49692 4.72988
H: -1.27782 -1.98123 3.47605
H: -2.64167 -3.02576 3.04900
Cl: -2.35738 3.98373 -2.36266
C: -0.71938 3.97097 -1.75717
Cl: -0.56030 2.84738 -0.34089
H: -0.45687 4.95253 -1.38111
H: -0.03486 3.63460 -2.52800

Calculated values
gap between HOMO and LUMO (alpha / beta): 6.8 / 6.2 eV
multiplicity: 4
ΔE to the lowest compared entry with this formula, charge and spin: 215.48 kJ/mol
charge: +2

Number 1: E_tot -1666.64393 hartree. Number 2: E_tot -5421.45553 hartree. Number 3: E_tot -1926.58487 hartree. Number 4: E_tot -3521.57649 hartree. Number 5: E_tot -5064.69154 hartree. Number 6: E_tot -6611.66645 hartree.